{
  "formula": "C30H55BCl2FN6",
  "method": "the ωB97M-V functional and the def2-TZVPD basis",
  "lumo_ev": 1.80,
  "e_above_lowest_kj_mol": 294.6,
  "charge": -1,
  "fmax_ev_per_a": 2.81,
  "symbols": ["Cl", "Cl", "F", "N", "N", "N", "N", "N", "N", "C", "C", "C", "C", "C", "C", "C", "C", "C", "C", "C", "C", "C", "C", "C", "C", "C", "C", "C", "C", "C", "C", "C", "C", "C", "C", "C", "C", "C", "C", "B", "H", "H", "H", "H", "H", "H", "H", "H", "H", "H", "H", "H", "H", "H", "H", "H", "H", "H", "H", "H", "H", "H", "H", "H", "H", "H", "H", "H", "H", "H", "H", "H", "H", "H", "H", "H", "H", "H", "H", "H", "H", "H", "H", "H", "H", "H", "H", "H", "H", "H", "H", "H", "H", "H", "H"],
  "xyz": [[-0.756, 2.202, 5.028], [0.850, -0.350, 2.878], [0.701, 6.653, 2.099], [4.258, 0.887, 4.686], [-5.369, -6.281, -2.781], [-1.449, -0.413, -6.278], [5.369, 4.228, -0.317], [1.699, -2.394, -1.961], [-3.411, -1.193, 0.748], [-7.171, -8.181, -0.448], [4.811, 1.031, 3.676], [-0.162, 2.062, 1.751], [-6.480, -2.832, -0.889], [1.710, 4.580, 3.101], [5.838, -0.116, 1.720], [2.010, -0.942, -6.510], [4.354, 7.935, -0.211], [-5.800, -1.778, -1.752], [1.012, 1.530, 2.763], [-4.276, -1.812, -1.656], [-5.673, -6.659, -1.727], [-0.472, 5.890, 4.188], [0.977, 2.170, 4.272], [-0.357, -0.176, -6.590], [-8.488, -7.633, -0.983], [6.824, -0.969, 2.506], [1.007, -3.246, 0.427], [3.584, 7.105, -1.230], [-0.103, -4.294, 0.372], [-6.061, -7.133, -0.392], [1.396, -2.772, -0.907], [1.026, 0.128, -6.980], [-1.419, -3.746, -0.164], [4.427, 4.879, -0.500], [2.123, -1.030, -4.993], [0.310, 5.392, 2.835], [3.234, 5.706, -0.727], [5.515, 1.213, 2.401], [-3.793, -1.463, -0.313], [1.724, 3.624, 4.436], [7.056, -1.884, 1.951], [1.174, -1.329, -4.538], [-0.436, 4.836, 2.089], [-7.341, -8.565, 0.566], [0.163, 6.660, 4.843], [2.648, 5.776, 0.197], [-6.377, -6.285, 0.228], [4.917, -0.689, 1.553], [2.876, 3.385, 4.664], [-6.089, -1.945, -2.798], [6.268, 0.092, 0.732], [6.438, 1.784, 2.562], [-8.390, -7.298, -2.020], [-7.565, -2.795, -1.033], [2.874, -1.776, -4.715], [-6.280, -2.669, 0.174], [-0.985, 2.731, 2.248], [-9.258, -8.410, -0.955], [-3.860, -1.099, -2.379], [2.423, -0.069, -4.566], [-0.750, 1.168, 1.222], [0.367, 2.756, 0.936], [4.535, 8.941, -0.604], [2.002, 4.051, 2.099], [-1.322, -3.412, -1.201], [0.210, -5.146, -0.244], [-5.184, -7.573, 0.098], [-8.836, -6.789, -0.379], [2.596, 5.213, -1.470], [5.326, 7.488, 0.017], [3.790, 8.031, 0.722], [-1.767, -2.902, 0.440], [2.653, 7.632, -1.476], [-0.911, 5.032, 4.853], [1.884, -3.687, 0.917], [1.310, 4.132, 5.419], [7.761, -0.430, 2.677], [1.723, -1.923, -6.908], [-6.858, -9.032, -1.064], [-2.190, -4.524, -0.136], [4.887, 1.810, 1.730], [1.079, 0.201, -8.073], [6.414, -1.265, 3.476], [4.168, 7.040, -2.157], [2.546, 5.413, 3.281], [1.320, 1.107, -6.582], [0.691, -2.399, 1.047], [-3.905, -2.804, -1.940], [2.099, 1.699, 2.299], [3.002, -0.710, -6.919], [-0.273, -4.679, 1.386], [-1.411, 6.526, 3.817], [-6.137, -3.837, -1.155], [-6.176, -0.786, -1.472], [1.579, 1.408, 4.967]],
  "lowdin_charge": [0.436, 0.445, -0.190, 0.176, 0.146, 0.133, 0.132, 0.154, 0.162, -0.272, -0.220, -0.166, -0.112, -0.179, -0.269, -0.278, -0.112, -0.264, -0.643, -0.186, -0.239, -0.104, -0.630, -0.232, -0.114, -0.121, -0.195, -0.271, -0.264, -0.197, -0.205, -0.204, -0.123, -0.225, -0.133, -0.284, -0.190, -0.192, -0.229, -0.626, 0.067, 0.056, 0.125, 0.110, 0.098, 0.107, 0.119, 0.111, 0.034, 0.111, 0.109, 0.121, 0.073, 0.072, 0.067, 0.074, 0.056, 0.072, 0.124, 0.078, 0.071, 0.080, 0.068, 0.070, 0.073, 0.108, 0.120, 0.076, 0.119, 0.071, 0.080, 0.043, 0.109, 0.049, 0.120, 0.032, 0.072, 0.111, 0.113, 0.071, 0.105, 0.114, 0.071, 0.107, 0.111, 0.121, 0.061, 0.116, 0.106, 0.106, 0.110, 0.075, 0.048, 0.114, 0.078]
}

{
  "formula": "C30H55Br22F3N5O3",
  "method": "the ωB97M-V functional and the def2-TZVPD basis",
  "lumo_ev": -3.87,
  "charge": 1,
  "fmax_ev_per_a": 11.47,
  "symbols": ["Br", "Br", "Br", "Br", "Br", "Br", "Br", "Br", "Br", "Br", "Br", "Br", "Br", "Br", "Br", "Br", "Br", "Br", "Br", "Br", "Br", "Br", "F", "F", "F", "O", "O", "O", "N", "N", "N", "N", "N", "C", "C", "C", "C", "C", "C", "C", "C", "C", "C", "C", "C", "C", "C", "C", "C", "C", "C", "C", "C", "C", "C", "C", "C", "C", "C", "C", "C", "C", "C", "H", "H", "H", "H", "H", "H", "H", "H", "H", "H", "H", "H", "H", "H", "H", "H", "H", "H", "H", "H", "H", "H", "H", "H", "H", "H", "H", "H", "H", "H", "H", "H", "H", "H", "H", "H", "H", "H", "H", "H", "H", "H", "H", "H", "H", "H", "H", "H", "H", "H", "H", "H", "H", "H", "H"],
  "xyz": [[4.676, 7.260, 4.385], [6.064, 2.681, 9.906], [1.456, 0.199, 9.377], [5.346, 0.119, 7.348], [4.309, 0.190, 3.444], [5.424, 4.545, 6.771], [-1.614, -6.510, -2.248], [0.486, 3.801, 6.275], [-4.014, 1.763, 3.081], [-0.835, 0.649, 4.880], [3.422, 3.772, 3.547], [3.566, 0.494, -0.861], [-4.534, -1.481, -13.395], [0.606, -2.999, -10.350], [-5.335, -1.389, 1.686], [-0.344, 3.556, 0.677], [-2.935, -9.662, -3.642], [-1.973, 6.365, 2.431], [-0.173, 3.008, 11.132], [2.504, -0.694, -12.520], [-3.232, -0.950, -9.982], [2.573, 3.845, -2.048], [-7.650, -2.220, -5.751], [-6.179, -3.100, -7.495], [-5.384, -1.496, -5.934], [-5.858, -3.813, -5.140], [1.034, -0.979, -5.669], [-0.173, -5.273, -0.768], [-4.381, -3.317, -3.147], [-0.802, -3.054, -4.111], [-1.622, -3.207, -1.734], [-1.760, -3.172, -3.113], [-2.921, -3.097, -5.246], [2.059, 2.038, 9.615], [-3.160, -3.210, -3.762], [6.933, 0.965, 9.581], [4.451, 2.215, -0.619], [-6.253, -2.692, -6.041], [-5.390, 0.570, 3.779], [-0.981, -4.341, -1.302], [1.718, 2.552, 10.995], [1.291, -1.434, -4.285], [-5.742, -3.303, -3.777], [-2.629, -9.152, -1.785], [2.712, 1.060, 4.151], [0.259, 5.395, 0.914], [2.283, 2.212, 3.272], [4.828, 7.314, 6.329], [-5.029, -0.879, 3.544], [-0.529, 1.159, 6.738], [0.699, -2.951, -3.966], [7.054, 0.685, 8.101], [-4.932, -2.442, -11.745], [-0.082, 5.908, 2.295], [-0.890, 2.608, 6.973], [-0.035, -1.742, -11.697], [-2.990, -7.703, -1.549], [-5.011, -1.498, -10.568], [5.947, 6.423, 6.816], [3.445, 3.318, -0.384], [0.820, -0.300, -3.193], [-1.431, -3.029, -5.490], [0.883, -1.712, -12.897], [-1.026, -2.110, -11.980], [5.038, 8.361, 6.569], [-6.334, 0.864, 3.313], [6.862, 6.514, 6.224], [5.077, 2.379, -1.500], [0.132, 5.191, 3.090], [7.735, -0.153, 7.922], [3.849, 7.043, 6.734], [-4.351, -3.410, -2.086], [-3.036, -7.487, -0.477], [7.388, 1.549, 7.521], [0.408, -1.189, -13.732], [-3.278, -9.810, -1.198], [-6.439, -3.995, -3.097], [7.923, 1.057, 10.037], [1.199, -2.704, -13.228], [6.358, 0.208, 10.121], [2.938, 1.357, 5.178], [6.175, 6.630, 7.865], [0.515, 0.930, 6.965], [-5.901, -2.919, -11.920], [-5.436, 0.786, 4.851], [5.091, 2.085, 0.259], [2.251, 3.485, 11.201], [-1.834, 2.902, 6.507], [-0.139, -0.772, -11.205], [-0.863, -2.969, -6.511], [-5.453, -1.998, -9.701], [2.313, 1.979, 2.204], [0.451, 6.842, 2.501], [3.943, 4.224, -0.026], [-3.934, -7.409, -2.015], [3.143, 2.003, 9.475], [1.241, -3.667, -4.749], [2.476, -1.531, -4.195], [1.039, -3.230, -2.870], [1.276, 2.545, 3.539], [-4.166, -3.214, -11.632], [-6.183, -2.207, -3.616], [-3.985, -1.108, 3.771], [1.946, 0.279, 4.163], [-1.585, -9.381, -1.558], [-5.678, -1.537, 4.130], [-1.178, 0.502, 7.324], [1.786, 0.281, -2.824], [-0.188, 5.985, 0.109], [-0.936, 2.824, 8.045], [0.298, -0.817, -2.252], [2.654, 3.043, 0.318], [0.991, -1.790, -6.290], [1.343, 5.360, 0.774], [1.932, 1.834, 11.791], [1.612, 2.628, 8.810], [-5.572, -0.584, -10.780], [0.068, 0.455, -3.697]],
  "lowdin_charge": [0.587, 0.596, 0.654, 0.601, 0.592, 0.577, 0.930, 0.648, 0.584, 0.642, 0.570, 0.635, 0.606, 0.561, 0.562, 0.607, 0.626, 0.607, 0.615, 0.605, 0.614, 0.612, 0.036, 0.032, 0.035, -0.002, -0.104, -0.133, 0.080, -0.046, 0.106, -0.099, 0.109, -0.670, -0.118, -0.674, -0.659, -0.223, -0.687, -0.213, -0.678, -0.343, -0.148, -0.682, -0.708, -0.672, -0.710, -0.683, -0.692, -0.704, -0.079, -0.679, -0.693, -0.693, -0.658, -0.722, -0.603, -0.681, -0.678, -0.712, -0.072, 0.100, -0.692, 0.030, 0.060, 0.054, 0.055, 0.057, 0.026, 0.061, 0.054, 0.177, 0.074, 0.051, 0.063, 0.067, 0.178, 0.061, 0.054, 0.055, 0.038, 0.061, -0.019, 0.061, 0.062, 0.058, 0.062, 0.057, 0.044, 0.161, 0.037, 0.022, 0.064, 0.062, 0.057, 0.007, 0.158, 0.162, 0.144, -0.005, 0.053, 0.175, 0.046, 0.013, 0.060, 0.060, 0.058, 0.004, 0.059, 0.027, 0.088, -0.009, 0.101, 0.043, 0.057, 0.014, 0.058, 0.104]
}